C41H57GeIPPbSi3 as an isolated structure, computed with ωB97M-V with the def2-TZVPD basis set.

Structure (ORCA input):
```
! RIJCOSX wB97M-V def2-TZVPD def2/J DEFGRID3
* xyz 4 2
Pb -0.450 -0.038 0.067
C 0.049 1.047 5.315
C 0.830 1.350 4.040
C 1.707 2.593 4.224
C -0.074 1.509 2.837
C 0.367 2.169 1.665
C -0.535 2.547 0.656
C -1.911 2.225 0.751
C -2.935 2.835 -0.150
C -2.294 1.401 1.822
C -1.401 1.074 2.847
H 0.730 1.025 6.162
H -0.461 0.085 5.281
H -0.689 1.820 5.520
H 1.487 0.505 3.815
H 1.108 3.502 4.242
H 2.465 2.695 3.450
H 2.230 2.530 5.176
H 1.398 2.479 1.578
H -0.184 3.185 -0.145
H -2.686 2.719 -1.201
H -2.993 3.904 0.058
H -3.920 2.418 0.030
H -3.329 1.105 1.916
H -1.776 0.523 3.695
I 0.917 -3.477 -1.319
C 2.568 -4.774 -0.802
C 2.904 -5.667 -1.770
C 3.934 -6.594 -1.512
C 4.559 -6.576 -0.307
C 4.214 -5.631 0.690
C 4.900 -5.665 1.929
C 4.602 -4.790 2.928
C 3.611 -3.821 2.707
C 2.923 -3.729 1.521
P 1.723 -2.387 1.332
C 0.511 -2.593 2.661
C -0.680 -3.230 2.295
C -1.636 -3.558 3.246
C -1.413 -3.253 4.581
C -0.239 -2.612 4.955
C 0.712 -2.276 4.006
C 2.608 -0.809 1.435
C 2.775 -0.152 0.207
C 3.489 1.037 0.118
C 4.040 1.592 1.264
C 3.881 0.953 2.488
C 3.176 -0.239 2.574
C 3.194 -4.660 0.471
H 2.413 -5.709 -2.724
H 4.203 -7.308 -2.275
H 5.338 -7.290 -0.089
H 5.669 -6.411 2.066
H 5.120 -4.830 3.873
H 3.390 -3.130 3.508
H -0.854 -3.520 1.264
H -2.538 -4.076 2.951
H -2.139 -3.531 5.330
H -0.056 -2.392 5.996
H 1.626 -1.804 4.340
H 2.379 -0.604 -0.701
H 3.643 1.513 -0.839
H 4.615 2.504 1.204
H 4.326 1.375 3.377
H 3.112 -0.731 3.534
C -4.342 0.356 -2.604
Si -3.140 -0.854 -3.282
C -3.161 -1.072 -5.103
C -3.010 -2.415 -2.280
Ge -0.912 0.457 -2.894
Si 0.792 -0.656 -4.022
C 0.563 -1.483 -5.640
C 2.560 -0.557 -3.550
C 0.291 -4.519 -3.090
Si -0.139 2.698 -4.144
C 1.576 2.940 -3.498
C -0.306 2.165 -5.901
C -1.389 3.895 -3.540
H -5.351 -0.021 -2.790
H -4.273 1.335 -3.071
H -4.223 0.456 -1.528
H -4.171 -1.420 -5.345
H -2.472 -1.837 -5.442
H -3.005 -0.157 -5.667
H -3.905 -2.537 -1.673
H -2.150 -2.429 -1.607
H -2.949 -3.285 -2.930
H 0.633 -0.740 -6.434
H -0.388 -1.983 -5.754
H 1.375 -2.194 -5.803
H 3.142 -0.300 -4.440
H 2.905 -1.545 -3.233
H 2.771 0.152 -2.756
H -0.621 -4.006 -3.374
H 0.079 -5.547 -2.821
H 1.046 -4.444 -3.862
H 2.299 2.335 -4.040
H 1.642 2.713 -2.434
H 1.880 3.981 -3.624
H 0.600 1.675 -6.253
H -0.453 3.042 -6.535
H -1.164 1.518 -6.066
H -1.286 4.084 -2.475
H -2.408 3.585 -3.763
H -1.225 4.846 -4.054
*
```

lowest unoccupied orbital energy (alpha / beta)	-11.6 / -13.3	eV
<S²>	0.757

Here are the Löwdin charges for atoms 1 to 6, given in e: 1.318 -0.040 -0.356 -0.031 -0.172 -0.064